1.
Below is a cluster of 2 separate species, C3H8NO2S in total, with properties calculated with ωB97M-V/def2-TZVPD.

The calculation puts the HOMO energy at -13.17 eV. As for the net charge: +1. The calculation puts the HOMO-LUMO gap at 9.48 eV. As for the total energy: -19653.40036 eV. The value obtained for the energy above the lowest of the compared OMol25 structures with the same formula, charge and spin is 137.0 kJ/mol.

Atoms and positions in Å:
C (1.6344, 0.3378, 0.6325)
C (2.1725, -1.6615, -1.1080)
C (-2.1758, 1.4710, 0.4092)
N (-2.8316, 0.4435, -0.0197)
O (0.5422, -0.0393, 0.3293)
O (-1.2333, 1.4730, 1.2003)
S (2.9957, -0.5190, 0.0490)
H (3.0013, -2.3441, -1.2785)
H (1.6520, -1.1054, -1.7825)
H (1.5625, -2.2812, -0.5725)
H (1.9881, 1.1885, 1.3140)
H (-3.4425, 0.4379, -0.8636)
H (-2.6260, -0.5039, 0.3559)
H (-2.5511, 2.4018, -0.0334)
H (-0.6883, 0.7008, 1.3682)

=====

2.
Below is a cluster of 2 separate species, C3H8NO2S in total, with properties calculated with ωB97M-V/def2-TZVPD.

The calculation puts the HOMO energy (spin up / spin down) at -11.50 / -14.97 eV. As for the net charge: +1. The calculation puts the HOMO-LUMO gap (spin up / spin down) at 8.14 / 5.03 eV. As for the total energy: -19648.19394 eV. The value obtained for the energy above the lowest of the compared OMol25 structures with the same formula, charge and spin is 117.9 kJ/mol. The expectation value of S² is 2.008. The multiplicity is 3.

Atoms and positions in Å:
C (0.7457, -0.9958, 2.3118)
C (-0.0746, -0.0349, 1.5817)
C (0.4581, 1.1621, -1.6646)
N (-0.3929, -0.3139, 0.4174)
O (0.6935, 2.4810, -1.2916)
O (1.1795, 0.2437, -1.3711)
S (-1.0506, 0.9577, -2.6109)
H (0.1893, -1.9604, 2.4898)
H (1.5200, -1.2628, 1.5860)
H (-0.1232, 0.9956, 1.9327)
H (-0.9372, 0.2757, -0.2118)
H (-0.0950, -1.1943, 0.0440)
H (1.6871, 2.4437, -1.0090)
H (1.2773, -0.6253, 3.1837)
H (-1.2897, 2.2151, -2.8266)

=====

3.
Below is a structure of composition C3H8NO2S3Zr, with properties calculated with ωB97M-V/def2-TZVPD.

The calculation puts the HOMO energy at -2.93 eV. As for the net charge: -1. The calculation puts the HOMO-LUMO gap at 5.40 eV. As for the total energy: -42612.03122 eV.

Atoms and positions in Å:
Zr (1.8085, 0.5244, -0.1861)
C (3.4873, 0.4750, 0.8766)
H (3.5281, 1.0234, 1.8299)
H (4.4215, -0.0582, 0.6842)
O (0.7011, 2.6300, 0.1558)
S (1.3420, 3.2099, -1.0986)
N (2.2872, 2.2900, -1.7503)
S (1.4982, -1.1313, -1.7977)
C (-2.6660, 0.1796, 0.4795)
S (-1.1462, -0.3805, -0.3164)
C (-1.5240, -2.1224, -0.3902)
O (-0.1601, -0.2429, 0.8313)
H (-2.8389, -0.3911, 1.3920)
H (-3.5049, 0.0831, -0.2098)
H (-2.4973, 1.2279, 0.7189)
H (-2.4066, -2.2733, -1.0116)
H (-1.6893, -2.4673, 0.6304)
H (-0.6405, -2.5764, -0.8378)

=====

4.
Below is a cluster of 2 separate species, C3H8NO3 in total, with properties calculated with ωB97M-V/def2-TZVPD.

The calculation puts the HOMO energy at -3.76 eV. As for the net charge: -1. The calculation puts the HOMO-LUMO gap at 7.46 eV. As for the total energy: -10873.82252 eV. The value obtained for the energy above the lowest of the compared OMol25 structures with the same formula, charge and spin is 189.6 kJ/mol.

Atoms and positions in Å:
C (-0.9146, 0.9431, 0.1904)
N (-0.7262, -0.3494, 0.9858)
C (0.6584, -0.8202, 1.1821)
O (1.5950, -0.0228, 0.9345)
O (0.8462, -1.9584, 1.5090)
C (-2.0648, 0.7506, -0.9042)
H (-1.2303, 1.7785, 0.8427)
H (0.0410, 1.2679, -0.4303)
H (-1.4499, -1.0921, 0.9579)
H (-2.8260, 1.6182, -0.7603)
H (-2.5667, -0.2337, -0.8647)
H (-1.7854, 1.1929, -1.9428)
H (1.6565, 1.2429, -2.9933)
H (0.8586, 0.7184, -1.7296)
O (0.8478, 0.8202, -2.7923)

=====

5.
Below is a structure of composition C3H8NO3PS, with properties calculated with ωB97M-V/def2-TZVPD.

The calculation puts the HOMO energy at 1.31 eV. As for the net charge: -2. The calculation puts the HOMO-LUMO gap at 4.85 eV. As for the total energy: -30998.36807 eV. The value obtained for the energy above the lowest of the compared OMol25 structures with the same formula, charge and spin is 0.0 kJ/mol.

Atoms and positions in Å:
C (-1.5679, 0.7332, 0.1068)
C (-0.3972, -0.5050, 2.0138)
C (-0.6524, -0.3951, 0.4942)
N (0.8297, -0.1213, -0.0453)
O (2.5516, -0.2205, -2.1326)
O (0.1592, 0.4715, -2.6156)
O (0.6600, -1.9310, -1.8977)
P (0.9785, -0.4886, -1.7707)
S (1.8017, 1.3120, 0.2691)
H (-1.3854, 1.1134, -0.9569)
H (-2.6427, 0.5130, 0.1957)
H (-1.4480, 1.5765, 0.7756)
H (0.7809, -0.5002, 2.0342)
H (-0.7364, -1.2807, 2.6339)
H (-0.5980, 0.4915, 2.3907)
H (-0.9715, -1.2167, -0.0295)
H (2.6378, 0.4480, -1.4658)

=====

6.
Below is a cluster of 2 separate species, C3H8NO3S in total, with properties calculated with ωB97M-V/def2-TZVPD.

The calculation puts the HOMO energy at -4.25 eV. As for the net charge: -1. The calculation puts the HOMO-LUMO gap at 7.63 eV. As for the total energy: -21710.16039 eV. The value obtained for the energy above the lowest of the compared OMol25 structures with the same formula, charge and spin is 101.0 kJ/mol.

Atoms and positions in Å:
O (-0.2351, 1.3598, -2.1048)
C (-0.5737, 1.3773, -0.9052)
O (-1.5105, 1.9740, -0.3367)
C (0.3231, 0.5429, 0.1417)
C (0.8312, -0.8183, -0.2262)
S (-0.0088, -1.7314, -1.5689)
N (1.4380, 1.3551, 0.7101)
H (-0.4238, 0.5712, 0.9400)
H (1.8806, -0.8399, -0.5202)
H (0.7858, -1.4635, 0.6400)
H (-0.8097, -0.7850, -2.0742)
H (1.0947, 2.3091, 0.7992)
H (2.1624, 1.3812, -0.0011)
H (-1.9052, -1.9131, 0.7811)
H (-1.2846, -1.2613, 1.9995)
O (-1.7644, -2.0582, 1.7258)

=====

7.
Below is a cluster of 2 separate species, C3H8NO5 in total, with properties calculated with ωB97M-V/def2-TZVPD.

The calculation puts the HOMO energy (spin up / spin down) at -10.04 / -10.03 eV. The calculation puts the HOMO-LUMO gap (spin up / spin down) at 9.79 / 5.89 eV. As for the total energy: -14960.31309 eV. The value obtained for the energy above the lowest of the compared OMol25 structures with the same formula, charge and spin is 124.6 kJ/mol. The expectation value of S² is 0.757. The multiplicity is 2.

Atoms and positions in Å:
N (0.7971, 0.8321, 4.7378)
O (1.5899, 1.7712, 4.4955)
O (-0.3721, 1.1695, 5.2438)
O (1.0464, -0.3668, 4.5707)
H (-1.2335, -0.0417, 5.6525)
C (-2.2017, -0.4568, 6.0525)
O (-1.9269, -1.8203, 6.2068)
C (-2.9643, -2.5274, 6.8230)
O (-2.5880, -3.8602, 6.9878)
C (-3.5886, -4.6909, 7.5924)
H (-2.4754, 0.0635, 6.9974)
H (-3.0325, -0.2561, 5.3417)
H (-3.2248, -2.0699, 7.8020)
H (-3.8937, -2.4504, 6.2203)
H (-3.1592, -5.7039, 7.6492)
H (-3.8604, -4.3344, 8.5961)
H (-4.5159, -4.7019, 7.0017)

=====

8.
Below is a cluster of 2 separate species, C3H8NOP in total, with properties calculated with ωB97M-V/def2-TZVPD.

The calculation puts the HOMO energy at -8.26 eV. The calculation puts the HOMO-LUMO gap at 9.00 eV. As for the total energy: -16064.10777 eV. The value obtained for the energy above the lowest of the compared OMol25 structures with the same formula, charge and spin is 284.3 kJ/mol.

Atoms and positions in Å:
C (1.5111, 0.1490, 0.0845)
C (-0.3541, 0.2158, -1.1695)
C (-1.2554, -0.8020, -0.4661)
N (2.1303, 1.3629, 0.1633)
O (1.6296, -0.9378, 0.6568)
P (-1.5494, -0.1826, 1.2378)
H (0.0152, -0.0912, -2.0752)
H (-0.4120, 1.3073, -1.0027)
H (-2.1907, -0.8868, -1.1316)
H (-0.7289, -1.7882, -0.3883)
H (1.9533, 2.2567, -0.2805)
H (2.7450, 1.5180, 0.8734)
H (-0.7983, -1.1518, 1.9412)
H (-2.6957, -0.9691, 1.5571)

=====

9.
Below is an isolated molecule of C3H8NOP, with properties calculated with ωB97M-V/def2-TZVPD.

The structure (SMILES) is C=NPOCC. The calculation puts the HOMO energy at -8.69 eV. The calculation puts the HOMO-LUMO gap at 9.18 eV. As for the total energy: -16065.22609 eV. The value obtained for the energy above the lowest of the compared OMol25 structures with the same formula, charge and spin is 176.4 kJ/mol.

Atoms and positions in Å:
C (3.6509, 0.3108, 0.3921)
N (2.3126, 0.3247, 0.5917)
P (1.0341, 0.4779, -0.5635)
O (-0.2917, 0.9520, 0.3540)
C (-1.5243, 0.2027, 0.4562)
C (-2.6252, 0.5561, -0.5835)
H (4.1899, 0.4726, 1.3544)
H (4.0703, 0.4489, -0.5747)
H (1.0958, 1.8013, -0.8905)
H (-1.3522, -0.9094, 0.4353)
H (-1.9601, 0.3156, 1.4969)
H (-3.3445, -0.1864, -0.3536)
H (-3.0268, 1.6267, -0.3759)
H (-2.2995, 0.5381, -1.6238)